(1)
14
Properties=species:S:1:pos:R:3:forces:R:3 method="wB97M-V/def2-TZVPD" max_force_ev_per_a=0.46 de_lowest_kcal_mol=87.34 homo_lumo_gap_ha=0.3427 spin_multiplicity=1 energy_ha=-270.418707
C 0.95238 -1.60583 -0.36757 0.0 0.0 0.0
C 0.41686 -0.19731 -0.18415 -0.1 -0.1 -0.1
C -0.23401 0.55117 -1.26296 0.0 0.1 0.5
C -1.01470 1.54815 -0.49634 0.0 0.0 -0.3
O -0.81525 1.43490 0.91507 0.0 0.0 0.0
C -0.27512 0.15029 1.14038 0.1 -0.2 0.0
H 1.69309 -1.84196 0.40388 -0.1 0.0 -0.1
H 1.42171 -1.71259 -1.34856 -0.1 0.0 0.1
H 0.14802 -2.34498 -0.29119 0.1 0.2 0.0
H 1.26795 0.53499 -0.29485 0.1 0.0 0.0
H -2.05407 1.28771 -0.78240 0.0 0.0 0.1
H -0.85388 2.59040 -0.79098 -0.1 -0.2 -0.1
H -1.06039 -0.59262 1.36526 0.1 0.1 -0.1
H 0.40742 0.19768 1.99440 -0.1 0.0 -0.1


(2)
21
Properties=species:S:1:pos:R:3:forces:R:3 method="wB97M-V/def2-TZVPD" max_force_ev_per_a=1.87 de_lowest_kcal_mol=149.35 s2=1.765 homo_lumo_gap_ha="0.2114 / 0.2343" spin_multiplicity=2 energy_ha=-382.152346 charge=+2
N -2.81322 0.33190 -2.12986 0.8 1.4 -0.3
C -2.31905 -0.24121 1.58322 0.6 -0.3 -0.5
C -0.89104 -0.72096 1.22333 -0.7 0.0 -0.4
N -0.37524 0.00854 0.07494 0.4 -0.2 1.5
C 1.46240 1.22674 -0.98914 0.5 0.6 0.7
C 1.00890 0.42826 0.25042 0.0 0.9 -1.7
C 1.96256 -0.74134 0.41243 1.0 -0.7 -0.5
O 3.10157 -0.67881 0.04570 -0.7 -0.3 0.5
H -2.88529 -0.13806 0.65420 -0.1 0.1 0.1
H -3.44613 1.05794 -1.76367 -0.4 -0.5 -0.1
H -2.86192 0.08327 -3.12753 -0.3 -0.3 0.3
H -2.82401 -1.01113 2.15813 0.0 0.2 0.3
H -2.25973 0.71116 2.09871 -0.3 0.0 0.1
H -0.98458 -1.78570 0.96053 0.2 0.0 -0.1
H -0.21355 -0.64510 2.07987 0.0 0.0 0.1
H -1.88630 0.32856 -1.66152 -0.2 -0.6 0.2
H 2.52471 1.49288 -0.91386 -0.1 -0.2 0.0
H 1.29587 0.68302 -1.91308 -0.1 -0.1 0.0
H 0.93571 2.17923 -0.98450 -0.3 -0.1 -0.1
H 1.25319 0.98167 1.17955 -0.6 0.2 0.0
H 1.59298 -1.70132 0.83544 0.1 -0.1 0.1


(3)
9
Properties=species:S:1:pos:R:3:forces:R:3 method="wB97M-V/def2-TZVPD" max_force_ev_per_a=6.83 de_lowest_kcal_mol=107.07 homo_lumo_gap_ha=0.3348 spin_multiplicity=1 energy_ha=-267.022154
O 1.96070 0.67553 -0.03382 -0.4 0.1 1.5
C 0.96441 -0.20658 0.06676 -4.9 0.9 -1.4
C -0.73772 0.18827 0.17473 5.6 -2.0 -3.3
C -0.07315 -0.88643 -0.69530 1.2 0.3 0.7
O 0.78284 -1.54162 0.36784 0.5 -0.3 0.4
H 2.58225 0.50078 -0.71355 0.9 -0.6 -1.2
H -0.83782 1.06027 -0.38108 -0.9 1.7 -0.3
H -1.03861 -0.03948 1.10238 -1.9 -0.7 3.0
H -0.13063 -1.45933 -1.63663 -0.3 0.7 0.7


(4)
17
Properties=species:S:1:pos:R:3:forces:R:3 method="wB97M-V/def2-TZVPD" max_force_ev_per_a=3.91 de_lowest_kcal_mol=43.52 homo_lumo_gap_ha=0.3770 spin_multiplicity=1 energy_ha=-401.107401
H -2.51684 0.19398 1.43458 0.3 0.2 -0.2
N -2.44697 0.72828 0.56663 0.1 -0.1 -1.2
C -1.40788 0.42923 -0.10263 0.1 -0.8 3.8
O -0.98370 0.87076 -1.25976 2.4 -0.6 -0.5
C 0.48218 0.18194 -0.92375 -1.3 1.2 -1.5
C 1.55870 1.22875 -0.94435 0.2 0.0 0.0
C -0.09796 -0.33073 0.38277 -1.5 0.4 0.1
C -0.28024 -1.83228 0.50192 0.3 0.0 0.1
O 0.45548 0.19603 1.60097 -0.6 0.0 -1.0
H 0.59373 -0.56480 -1.71377 0.0 0.1 0.2
H 1.38075 1.96287 -1.73456 -0.1 -0.2 0.0
H 1.64451 1.75695 0.00685 -0.1 -0.1 -0.1
H 2.52393 0.74990 -1.14803 -0.2 0.1 0.1
H -0.73744 -2.25740 -0.39624 0.1 0.2 0.1
H 0.68390 -2.32472 0.65939 -0.1 0.0 0.0
H -0.92378 -2.07107 1.35374 0.1 0.1 -0.1
H 0.07162 1.08233 1.71622 0.2 -0.4 0.1


(5)
14
Properties=species:S:1:pos:R:3:forces:R:3 method="wB97M-V/def2-TZVPD" max_force_ev_per_a=3.98 de_lowest_kcal_mol=0.00 homo_lumo_gap_ha=0.3476 spin_multiplicity=1 energy_ha=-925.078227 charge=+1
C 0.75241 -0.94477 -1.55302 -3.4 -1.2 1.8
N 1.19457 -0.23693 -0.59634 1.8 -0.5 0.8
N -3.13326 -0.23080 0.60535 0.9 -1.5 -2.6
N -1.96286 -0.28083 0.52629 0.7 -1.0 -0.5
N -1.15919 0.54933 1.71298 -2.5 0.7 0.0
N 2.26171 0.59666 -0.69291 -0.3 0.5 0.9
O 0.00899 0.67704 1.57475 1.9 -0.3 0.0
O -1.87598 1.03082 2.51693 -0.3 0.4 0.9
Cl 1.31569 -0.67780 -3.03414 0.7 -0.1 -2.5
H -0.16710 -1.61509 -1.34985 1.8 1.1 -0.4
H 0.93656 -0.38318 0.37775 -0.9 0.1 -0.1
H -3.64955 0.31308 1.22318 -0.8 1.6 2.5
H 2.78171 0.45467 -1.54913 0.4 0.2 0.4
H 2.69628 0.74781 0.23813 -0.1 -0.1 -1.4


(6)
52
Properties=species:S:1:pos:R:3:forces:R:3 method="wB97M-V/def2-TZVPD" max_force_ev_per_a=0.23 de_lowest_kcal_mol=0.44 homo_lumo_gap_ha=0.3294 spin_multiplicity=1 energy_ha=-5808.319201
Ti 0.46020 -0.05001 -1.08146 -0.1 0.2 0.0
O 1.85472 -0.60354 2.50478 0.0 0.0 0.0
As 2.46861 -1.32373 1.03944 0.1 -0.1 0.1
O 4.06530 -1.57864 1.12273 0.0 0.0 0.0
O 2.01137 -0.17555 -0.17064 0.1 0.1 0.0
C 1.50051 -2.98551 0.83480 0.0 0.0 0.0
C 2.33640 -4.07829 1.02833 0.0 0.0 0.0
C 1.83513 -5.37217 0.96918 0.0 0.0 0.0
C 0.49185 -5.59006 0.72542 0.0 0.0 0.0
C -0.35579 -4.51120 0.52055 0.0 0.1 0.0
C 0.14890 -3.22160 0.56723 0.0 0.0 0.0
S -0.98237 -1.93658 0.15027 -0.1 -0.1 0.0
O -0.73798 -1.65605 -1.31785 0.0 0.0 0.0
O -2.30657 -2.33351 0.46883 0.0 0.0 0.0
O -0.45902 -0.68936 0.75956 0.0 0.0 -0.1
H 2.61518 -0.36489 3.05284 0.0 0.0 0.0
H 3.38709 -3.89990 1.21883 0.0 0.0 0.0
H 2.50604 -6.20744 1.11863 0.0 0.0 0.0
H 0.09497 -6.59548 0.68897 0.0 0.0 0.0
H -1.40986 -4.65459 0.32648 0.0 0.0 0.0
C 5.60332 3.13772 -2.18956 0.0 0.0 0.0
C 4.97333 1.80704 -2.49224 0.0 0.0 0.0
C 4.12639 1.65111 -3.58472 0.0 0.0 0.0
C 3.50045 0.44045 -3.83681 0.0 -0.1 0.0
C 3.73077 -0.62507 -2.98385 0.0 0.0 0.0
C 4.58741 -0.50237 -1.89602 0.0 0.0 0.0
C 5.20049 0.71298 -1.65926 0.0 0.0 0.0
S 2.93857 -2.18612 -3.15892 0.0 -0.1 -0.1
O 2.02398 -2.33179 -2.04865 -0.1 0.0 0.0
O 3.94734 -3.18625 -3.35867 0.0 0.0 0.0
N 2.06912 -2.11739 -4.55242 0.1 0.0 0.2
C 0.60419 -2.13953 -4.58824 -0.1 -0.1 0.0
C -0.04145 -0.81605 -5.00380 0.0 0.1 0.0
C -0.39144 0.08009 -3.84035 0.0 0.0 -0.1
O -1.43010 0.67798 -3.74256 0.0 0.0 0.0
O 0.57093 0.14598 -2.90730 -0.1 0.0 -0.1
H 5.71066 3.74024 -3.09067 0.0 0.0 0.0
H 6.58585 3.01223 -1.73598 0.0 0.0 0.0
H 4.98309 3.69751 -1.48592 0.0 0.0 0.0
H 3.94304 2.49056 -4.24446 0.0 0.0 0.0
H 2.83334 0.32353 -4.67834 0.0 0.0 0.0
H 4.74372 -1.32986 -1.21436 0.0 0.0 0.0
H 5.85243 0.81456 -0.80039 0.0 0.0 0.0
H 2.53071 -2.70323 -5.23480 0.0 0.1 0.0
H 0.22190 -2.46736 -3.62092 0.0 0.0 0.0
H 0.32135 -2.89821 -5.31697 0.0 0.0 0.0
H -0.96325 -0.98896 -5.55661 0.0 0.0 0.0
H 0.63788 -0.26963 -5.66271 0.0 0.0 0.0
Cl 0.98268 2.80192 -1.19577 0.1 0.0 0.0
C -0.39007 1.78458 -0.69800 -0.1 0.0 0.1
H -1.24078 1.97236 -1.35030 0.0 0.0 0.0
H -0.61637 1.96806 0.34795 0.0 0.0 0.0


(7)
61
Properties=species:S:1:pos:R:3:forces:R:3 method="wB97M-V/def2-TZVPD" max_force_ev_per_a=2.70 de_lowest_kcal_mol=6.62 s2=3.754 homo_lumo_gap_ha="0.2685 / 0.2686" spin_multiplicity=4 energy_ha=-3451.322088 charge=+1
Nd -1.07519 1.13901 -1.52529 0.1 0.3 -0.2
O 1.03392 2.21604 -3.15589 0.3 -0.2 0.3
N 1.42304 1.24613 -2.17398 0.2 -0.4 0.0
C 2.52950 0.65131 -2.41556 -0.5 -0.2 -0.6
C 3.04830 -0.47275 -1.62459 -0.9 -0.1 0.4
C 4.42463 -0.61667 -1.60959 1.1 -0.3 0.9
C 5.06646 -1.48807 -0.71123 -1.2 -0.3 -0.2
C 4.31215 -2.32710 0.12484 1.0 0.5 -0.9
C 2.93379 -2.21878 0.01702 0.0 -0.4 0.1
C 2.26032 -1.34172 -0.81888 -0.6 0.3 -0.3
P 0.34417 -1.38805 -0.85257 0.8 -0.9 -0.9
C -0.14937 -2.94866 -1.73988 -0.2 1.0 -0.5
C -1.45900 -3.04405 -2.21430 0.2 -1.1 0.0
C -1.86855 -4.19595 -2.91307 0.7 0.8 0.5
C -0.97811 -5.20777 -3.23497 0.8 2.3 1.3
C 0.36653 -5.01103 -2.87480 -1.8 -0.1 -0.5
C 0.75412 -3.91758 -2.14707 0.8 0.2 0.4
C -0.06406 -1.74743 0.84998 1.6 1.2 1.4
C 0.83877 -1.22898 1.83754 -1.9 -0.5 1.0
C 0.55038 -1.46161 3.19440 1.2 0.6 -0.9
C -0.59477 -2.19127 3.53046 1.2 0.9 0.8
C -1.52536 -2.54612 2.58529 1.1 -0.3 -0.3
C -1.24545 -2.34552 1.23473 0.6 0.3 1.1
H 1.19777 3.07862 -2.73124 -0.1 -0.2 0.0
H 3.12356 0.92813 -3.28699 -0.1 0.3 0.1
H 5.10457 -0.02205 -2.21484 -0.5 0.2 -0.1
H 6.12919 -1.50774 -0.74142 0.7 -0.2 0.2
H 4.79010 -3.09923 0.76845 -0.5 0.9 -0.5
H 2.39003 -2.87245 0.65244 -0.7 -0.5 0.3
H -2.20244 -2.28619 -2.05547 -0.1 0.4 0.2
H -2.87958 -4.18686 -3.23071 -0.8 -0.4 -0.3
H -1.29769 -6.02687 -3.78844 -0.4 -1.4 -0.9
H 1.04731 -5.68841 -3.29387 1.2 -0.9 -0.1
H 1.80065 -3.77695 -1.92331 0.2 -0.1 0.1
H 1.67472 -0.58474 1.62584 0.2 -0.2 -0.4
H 1.32095 -1.04427 3.91170 -1.3 -0.8 -0.5
H -0.67847 -2.42694 4.57729 -0.6 -0.2 0.2
H -2.34211 -3.12806 2.92342 -1.0 -0.3 -0.1
H -1.94382 -2.62601 0.51107 -0.9 -0.6 -1.0
S -2.93214 2.35552 -3.04984 0.2 -0.3 0.0
C -3.46450 2.48058 -1.39449 0.7 0.0 -0.6
C -3.51303 3.83342 -0.93439 -0.5 -0.8 -0.4
N -3.52305 4.94408 -0.68058 0.1 1.3 0.5
C -3.56671 1.47511 -0.47629 -0.7 -0.4 1.3
S -3.22675 -0.23620 -0.59712 0.2 0.5 -0.4
C -4.00162 1.89584 0.84754 -0.4 1.0 2.0
N -4.32563 2.31730 1.89159 0.8 -1.0 -2.2
C -0.04657 2.28305 3.29950 1.2 -0.2 -0.5
N -0.46317 3.48942 2.63749 1.0 0.3 -2.4
C -0.30553 3.79686 1.32389 -0.4 -1.4 1.2
S 0.49814 2.69811 0.21922 -0.1 0.5 0.4
N -0.84479 4.91077 0.89472 0.3 1.4 -0.8
C -1.56690 5.88394 1.74519 -1.2 -0.9 -0.1
H 0.12181 2.50761 4.34647 -0.7 -0.2 0.3
H 0.97106 2.01901 2.95828 -0.6 -0.1 -0.2
H -0.75401 1.49020 3.05865 0.2 -0.2 0.5
H -1.03203 4.12191 3.11696 -0.9 0.8 1.1
H -0.73533 5.11507 -0.11548 -0.2 -0.2 1.2
H -1.06362 6.20645 2.66962 0.3 -0.2 -0.6
H -2.52369 5.39966 2.03967 0.4 0.3 -0.1
H -1.86289 6.72888 1.13286 0.3 0.1 0.0


(8)
9
Properties=species:S:1:pos:R:3:forces:R:3 method="wB97M-V/def2-TZVPD" max_force_ev_per_a=0.92 de_lowest_kcal_mol=45.96 homo_lumo_gap_ha=0.3346 spin_multiplicity=1 energy_ha=-263.290025
N -0.27136 -1.01921 -0.84100 0.1 0.1 0.0
C 0.75692 -0.40368 -0.30031 0.0 0.1 0.0
N 0.48081 0.34870 0.75655 0.2 -0.1 -0.1
C -1.11900 0.74957 0.66576 -0.4 0.6 0.5
O -1.49219 1.55971 1.44109 0.3 -0.5 -0.4
H -0.15912 -1.42244 -1.76056 0.1 0.0 0.1
H 1.76546 -0.45635 -0.71754 -0.1 0.0 0.0
H 1.19542 0.96069 1.13383 -0.1 -0.1 -0.1
H -1.15694 -0.31700 -0.37782 0.0 -0.1 -0.1


Repeat the second record exactly.
21
Properties=species:S:1:pos:R:3:forces:R:3 method="wB97M-V/def2-TZVPD" max_force_ev_per_a=1.87 de_lowest_kcal_mol=149.35 s2=1.765 homo_lumo_gap_ha="0.2114 / 0.2343" spin_multiplicity=2 energy_ha=-382.152346 charge=+2
N -2.81322 0.33190 -2.12986 0.8 1.4 -0.3
C -2.31905 -0.24121 1.58322 0.6 -0.3 -0.5
C -0.89104 -0.72096 1.22333 -0.7 0.0 -0.4
N -0.37524 0.00854 0.07494 0.4 -0.2 1.5
C 1.46240 1.22674 -0.98914 0.5 0.6 0.7
C 1.00890 0.42826 0.25042 0.0 0.9 -1.7
C 1.96256 -0.74134 0.41243 1.0 -0.7 -0.5
O 3.10157 -0.67881 0.04570 -0.7 -0.3 0.5
H -2.88529 -0.13806 0.65420 -0.1 0.1 0.1
H -3.44613 1.05794 -1.76367 -0.4 -0.5 -0.1
H -2.86192 0.08327 -3.12753 -0.3 -0.3 0.3
H -2.82401 -1.01113 2.15813 0.0 0.2 0.3
H -2.25973 0.71116 2.09871 -0.3 0.0 0.1
H -0.98458 -1.78570 0.96053 0.2 0.0 -0.1
H -0.21355 -0.64510 2.07987 0.0 0.0 0.1
H -1.88630 0.32856 -1.66152 -0.2 -0.6 0.2
H 2.52471 1.49288 -0.91386 -0.1 -0.2 0.0
H 1.29587 0.68302 -1.91308 -0.1 -0.1 0.0
H 0.93571 2.17923 -0.98450 -0.3 -0.1 -0.1
H 1.25319 0.98167 1.17955 -0.6 0.2 0.0
H 1.59298 -1.70132 0.83544 0.1 -0.1 0.1